# 1
The following is a quantum chemistry calculation of a structure of composition C41H61B2F4IInN10OS, from the OMol25 dataset.

The geometry in XYZ format:
```
122
Properties=species:S:1:pos:R:3:forces:R:3
In 1.18415 -0.74266 -0.29387 -0.2 -0.5 0.0
C 1.23689 5.03909 -1.51450 0.0 0.0 0.1
C 1.80270 4.29845 -0.29339 0.0 -0.1 -0.2
C 2.79406 3.22762 -0.72953 0.0 -0.1 0.1
C 0.66762 3.78629 0.55057 -0.1 0.1 0.3
C -0.02751 4.58074 1.48186 0.0 0.0 0.0
C -1.03964 3.78668 1.96397 0.1 0.3 -0.1
C -1.95926 4.21930 3.07725 -0.2 -0.3 0.0
C -1.65454 3.43574 4.35923 0.1 0.2 0.0
C -3.44868 4.23721 2.71485 0.0 0.0 0.0
N -0.94278 2.58150 1.33078 -0.2 -0.2 0.2
N 0.12215 2.58675 0.47802 0.2 -0.1 0.0
B -1.91497 1.37321 1.43331 0.2 0.1 -0.1
N -1.15182 0.15049 2.19443 0.2 -0.1 0.1
N 0.18368 -0.06725 1.85596 0.1 0.2 -0.2
C 0.84760 -0.38007 2.96050 -0.1 0.2 -0.2
C -0.03581 -0.43336 4.03851 0.1 0.0 0.1
C -1.27877 -0.11825 3.54908 0.0 -0.1 -0.3
C -2.51654 -0.36917 4.40654 -0.1 0.2 0.1
C -3.74326 0.52908 4.29892 0.0 0.1 0.1
C -2.10812 -0.42215 5.88650 0.0 -0.1 0.0
C 2.33861 -0.47874 3.04854 0.0 0.0 0.1
C 2.79286 -1.48653 4.10088 -0.1 0.0 -0.1
C 2.88790 0.92869 3.32329 0.0 -0.1 -0.1
N -2.53173 1.04732 0.00880 -0.3 -0.1 0.0
N -2.03910 1.74446 -1.05599 0.3 0.0 -0.1
C -2.84334 1.55743 -2.07671 -0.1 -0.1 0.1
C -3.90879 0.71886 -1.70443 0.0 0.0 0.0
C -3.71559 0.44261 -0.37375 0.2 -0.2 -0.2
C -4.76013 -0.28280 0.43479 0.1 0.2 0.3
C -5.70483 0.76205 1.05632 0.0 -0.2 0.0
C -4.22786 -1.32266 1.42144 -0.1 0.1 -0.1
C -2.68332 2.24639 -3.40409 0.2 0.1 0.0
C -1.58914 3.31581 -3.38584 -0.1 -0.1 0.0
C -2.45834 1.24357 -4.53899 0.0 0.0 0.0
H 2.04130 5.54000 -2.05979 0.0 0.0 0.0
H 0.50363 5.78966 -1.21114 0.0 0.0 0.0
H 0.74742 4.33237 -2.18895 0.0 0.0 0.0
H 2.33059 5.03447 0.32006 0.0 0.0 0.0
H 2.26885 2.34880 -1.10081 0.1 0.0 0.0
H 3.42767 2.90989 0.09710 0.0 -0.1 0.0
H 3.43976 3.59829 -1.52786 0.0 0.0 0.0
H 0.18336 5.60057 1.76983 0.0 -0.1 0.0
H -1.68004 5.25785 3.26783 0.0 0.0 0.0
H -1.70182 2.36621 4.17537 0.0 0.0 0.0
H -2.35244 3.69800 5.16030 0.0 0.0 0.0
H -0.64112 3.66344 4.69711 0.0 0.0 0.0
H -3.82661 3.24167 2.48865 0.0 0.1 0.0
H -3.61045 4.86509 1.83609 0.0 0.0 0.0
H -4.03216 4.64879 3.54365 0.0 0.0 0.0
H -2.81243 1.67404 2.15207 0.0 -0.2 0.1
H 0.22652 -0.69911 5.04772 0.0 0.0 -0.1
H -2.84881 -1.37634 4.13321 0.0 0.0 -0.1
H -3.53282 1.55078 4.60985 0.0 0.0 0.0
H -4.51787 0.13115 4.95948 0.0 0.0 0.0
H -4.14048 0.54332 3.30061 -0.2 0.2 -0.3
H -1.56749 0.48351 6.16997 0.0 0.0 0.0
H -1.48277 -1.28724 6.10828 0.0 0.1 0.0
H -3.00139 -0.49487 6.50915 0.0 0.0 0.0
H 2.73172 -0.80187 2.09403 0.0 -0.1 0.1
H 2.53616 -1.15858 5.11235 0.0 0.0 0.0
H 3.87597 -1.60545 4.04185 0.0 0.0 0.0
H 2.33588 -2.46088 3.91857 0.0 0.0 0.0
H 2.50064 1.32071 4.26776 0.0 0.0 0.0
H 2.59149 1.60472 2.51878 0.0 0.0 0.1
H 3.97858 0.89917 3.37224 0.0 0.0 0.0
H -4.73724 0.39404 -2.31797 0.0 0.0 0.1
H -5.35487 -0.82831 -0.30016 0.0 0.0 -0.1
H -5.15077 1.53603 1.57975 0.1 0.1 0.2
H -6.41268 0.29746 1.74863 0.0 0.0 0.0
H -6.26685 1.25566 0.26120 0.0 0.0 0.0
H -3.48027 -0.90158 2.08503 0.0 -0.1 0.0
H -3.76884 -2.14652 0.87625 0.1 0.0 0.0
H -5.04812 -1.72501 2.02184 0.0 0.0 0.0
H -3.64055 2.74458 -3.59379 0.0 0.0 0.0
H -0.60363 2.86198 -3.51399 0.0 0.0 0.1
H -1.59642 3.85377 -2.43703 0.0 0.0 -0.1
H -1.73704 4.02716 -4.20214 0.0 0.0 0.0
H -1.51382 0.71096 -4.40373 0.0 0.0 0.0
H -2.41626 1.76151 -5.50076 0.0 0.0 0.0
H -3.26201 0.50395 -4.57876 0.0 0.0 0.0
S 1.53775 -2.92842 0.93422 -0.1 0.5 -0.5
C 2.31030 -3.89239 -0.32983 0.1 -0.5 0.9
N 2.97536 -4.92181 0.07332 0.0 0.5 0.1
N 3.61707 -5.73778 -0.77922 -0.1 -0.3 -0.5
C 4.35261 -5.48370 -1.94847 0.1 0.1 0.1
C 4.85734 -6.59109 -2.63237 -0.1 0.0 0.0
C 5.67520 -6.41991 -3.73774 0.0 0.0 0.0
C 6.00489 -5.14704 -4.17840 0.0 0.0 -0.1
C 5.50289 -4.04465 -3.49628 0.0 -0.1 0.0
C 4.68183 -4.20391 -2.39326 0.2 0.0 0.1
N 2.06326 -3.76295 -1.69199 -0.4 -0.3 -0.5
N 1.22614 -2.91773 -2.01900 0.0 0.4 0.2
C 0.91183 -2.90601 -3.39720 -0.3 -0.1 -0.6
C 1.77207 -3.39824 -4.37988 0.1 0.1 0.2
C 1.39007 -3.35325 -5.70732 0.0 0.0 0.0
C 0.15040 -2.83237 -6.06504 0.0 0.0 0.1
C -0.70655 -2.35326 -5.08446 -0.1 0.0 -0.1
C -0.32814 -2.38273 -3.75163 0.1 -0.1 0.2
H 3.79960 -6.62544 -0.35402 0.2 -0.1 0.2
H 4.60295 -7.59064 -2.29398 0.0 0.0 0.0
H 6.06214 -7.28954 -4.25528 0.0 0.0 0.0
H 6.65304 -5.01755 -5.03642 0.0 0.0 0.0
H 5.75268 -3.03929 -3.81319 0.0 0.0 0.0
H 4.32485 -3.33175 -1.86825 0.1 0.0 0.0
H 2.74093 -3.78138 -4.08379 -0.1 0.0 0.0
H 2.06537 -3.71911 -6.47108 0.0 0.0 0.0
H -0.14497 -2.80429 -7.10643 0.0 0.0 0.0
H -1.67446 -1.94996 -5.35577 0.0 0.0 0.0
H -0.99167 -2.02786 -2.97087 0.0 0.0 0.0
O -1.20360 -1.72159 -0.31714 0.3 0.2 -0.1
H -0.94432 -2.38220 0.34644 0.0 0.1 -0.1
H -1.53128 -0.95081 0.17167 -0.4 -0.1 0.1
I 2.20905 0.44054 -3.66105 0.0 0.2 -0.1
C 0.78283 0.41947 -2.10639 0.0 -0.3 0.9
H -0.11957 -0.03799 -2.49739 -0.1 0.2 -0.1
H 0.58855 1.42622 -1.75767 -0.2 0.1 -0.2
F 4.91547 -1.85541 0.33505 -0.2 0.3 -0.2
B 4.34565 -0.80571 -0.38119 0.4 -0.2 0.0
F 5.29763 -0.00660 -0.98892 -0.4 -0.2 0.1
F 3.41681 -1.34484 -1.34391 0.3 0.1 0.2
F 3.50208 -0.02653 0.48327 -0.2 0.3 -0.4
```
Positions in Å, forces in eV/Å.

E_HOMO	-5.18	eV
maximum force	0.99	eV Å⁻¹
LUMO level	1.597	eV
frontier orbital gap	6.78	eV
total charge	-1

Results of the Mulliken charge analysis, in e, for atoms 1 through 8: number 1, In, carries 2.7789; number 2, C, carries -1.4008; number 3, C, carries 0.2793; number 4, C, carries -0.9878; number 5, C, carries -0.3912; number 6, C, carries -1.4008; number 7, C, carries 0.0611; number 8, C, carries 0.2966



# 2
The following is a quantum chemistry calculation of a cluster of 2 separate species, C33H26O3S in total, from the OMol25 dataset.

The geometry in XYZ format:
```
63
Properties=species:S:1:pos:R:3:forces:R:3
C -3.29525 -2.52836 -7.04633 0.0 0.1 0.1
C -3.09000 -2.99931 -5.74546 0.1 0.2 -0.1
C -2.50118 -2.16987 -4.79279 -0.2 0.1 -0.2
C -2.14746 -0.86997 -5.14546 -0.2 0.1 0.1
S -1.41333 0.19981 -3.90149 -0.5 -1.0 -1.2
C -2.76322 1.00606 -3.19942 -0.1 0.0 -0.1
C -2.58514 1.94028 -2.17872 0.1 0.1 0.2
C -3.69708 2.62506 -1.58523 0.3 0.0 0.2
C -3.50753 3.51452 -0.53392 0.0 -0.3 -0.4
C -2.21303 3.76836 -0.04319 0.2 0.0 0.1
C -1.10377 3.12724 -0.62368 -0.4 -0.1 -0.1
C -1.28202 2.24027 -1.66744 0.2 0.1 0.2
O -0.80231 -0.72114 -2.96634 0.4 0.4 0.3
O -0.58228 1.10380 -4.66865 0.3 0.2 0.5
C -2.32584 -0.39761 -6.44420 -0.2 -0.1 0.1
C -2.91474 -1.22870 -7.39656 0.1 -0.1 0.2
H -3.75160 -3.17846 -7.79121 0.1 0.1 0.2
H -3.38596 -4.00845 -5.45904 0.1 0.2 -0.2
H -2.32237 -2.52029 -3.78073 0.0 0.1 -0.1
H -3.73293 0.73627 -3.60952 0.2 0.1 0.1
H -4.68108 2.39945 -1.99951 0.1 0.2 0.3
H -4.37137 4.01676 -0.08813 0.3 -0.2 -0.2
H -2.06031 4.46547 0.78051 -0.1 -0.1 -0.2
H -0.08467 3.31889 -0.27527 -0.4 0.1 0.0
H -0.40279 1.76483 -2.09822 -0.2 0.1 0.1
H -2.01323 0.61071 -6.69920 0.0 -0.1 0.1
H -3.07427 -0.85125 -8.40687 0.0 -0.2 0.2
C -1.80286 0.31917 7.03574 -0.1 0.4 -0.4
O -1.72630 1.14474 5.84447 0.4 -0.7 0.0
C -0.92794 0.68522 4.84530 0.2 -0.2 0.0
C -0.79966 1.47360 3.66938 -0.2 -0.3 0.7
C 0.05417 1.07453 2.66637 0.2 0.0 0.1
C 0.82338 -0.11257 2.78716 -0.1 -0.2 0.0
C 1.88204 -0.46604 1.89087 -0.2 0.0 0.2
C 2.41369 -1.80958 1.75542 0.9 0.0 -0.3
C 3.73621 -1.71915 1.21090 -0.6 -0.8 0.5
C 4.53709 -2.85036 1.12274 -0.3 0.4 -0.1
C 3.99334 -4.09549 1.47497 -0.4 0.1 0.1
C 2.66057 -4.19992 1.91670 0.3 0.2 -0.1
C 1.87138 -3.05539 2.07093 0.1 -0.1 -0.1
C 3.99049 -0.31699 0.89884 -0.3 1.1 0.1
C 2.81941 0.44273 1.26161 0.7 -0.5 -0.4
C 2.80417 1.82350 1.06764 0.2 0.0 -0.1
C 3.93722 2.44464 0.53023 0.3 -0.2 0.0
C 5.09566 1.70435 0.22946 -0.4 0.2 0.1
C 5.12765 0.31512 0.42285 -0.4 -0.2 0.1
C 0.62026 -0.91811 3.93615 0.0 0.0 -0.1
C -0.21490 -0.53117 4.95651 -0.4 0.5 0.1
H -2.47462 0.87220 7.68856 0.1 -0.2 0.0
H -2.21695 -0.67622 6.81047 0.0 0.4 0.0
H -0.81566 0.19997 7.50952 -0.3 0.2 -0.2
H -1.37086 2.39984 3.60370 0.1 -0.3 -0.1
H 0.13497 1.66699 1.75823 -0.1 -0.1 0.2
H 5.56522 -2.73679 0.78262 -0.2 -0.3 0.0
H 4.60378 -4.99648 1.39961 -0.2 0.3 0.0
H 2.23956 -5.17926 2.15451 0.2 0.3 -0.1
H 0.84173 -3.11988 2.41522 0.2 -0.2 -0.1
H 1.92151 2.39936 1.32556 0.3 0.1 -0.1
H 3.92226 3.52152 0.34991 0.0 -0.4 0.1
H 5.97534 2.21679 -0.16184 -0.3 -0.1 0.1
H 6.01063 -0.28691 0.21362 -0.1 0.3 -0.1
H 1.17372 -1.84338 4.07240 0.0 0.3 -0.1
H -0.30097 -1.15499 5.84973 0.1 0.3 -0.5
```
Positions in Å, forces in eV/Å.

E_HOMO	-5.23	eV
maximum force	1.67	eV Å⁻¹
LUMO level	-3.196	eV
frontier orbital gap	2.04	eV

Results of the Mulliken charge analysis, in e, for atoms 1 through 8: number 1, C, carries -0.3445; number 2, C, carries -0.5639; number 3, C, carries -0.2246; number 4, C, carries -0.2027; number 5, S, carries 1.3044; number 6, C, carries -0.7718; number 7, C, carries 1.1426; number 8, C, carries -0.7649